## i
The following is a quantum chemistry calculation of a cluster of 8 separate species, C32H88N8O8 in total, from the OMol25 dataset.

Summary:
- SMILES = COC[C@H](C)N.COC[C@H](C)N.COC[C@H](C)N.COC[C@H](C)N.COC[C@H](C)N.COC[C@H](C)N.COC[C@H](C)N.COC[C@H](C)N
- frontier orbital gap (eV) = 9.3
- net charge = 0
- E_HOMO (eV) = -8.98

Positions of all 136 atoms, in Å:
C -0.6442 -0.8676 -0.2096
O 0.3711 -0.0998 -0.7740
C 1.1710 0.6924 0.0841
C 0.2461 1.8719 0.5312
C 0.0827 2.8400 -0.6044
N 0.6966 2.5552 1.7346
H -1.4566 -0.2508 0.1744
H -0.2758 -1.4848 0.6098
H -1.0599 -1.4960 -0.9973
H 1.5338 0.0445 0.8821
H 1.9937 1.0876 -0.5118
H -0.7134 1.4769 0.8650
H -0.4049 2.4775 -1.5094
H 1.0400 3.2998 -0.8498
H -0.6335 3.5897 -0.2682
H 0.0553 3.3304 1.8231
H 1.5795 2.9948 1.5174
C -8.4374 -2.6015 -4.7304
O -7.0442 -2.3032 -4.6660
C -6.9029 -1.1215 -3.9310
C -5.4779 -0.7739 -3.6612
C -5.2723 0.3704 -2.5740
N -4.8136 -0.3404 -4.8421
H -8.9113 -1.8601 -5.3737
H -8.8784 -2.7632 -3.7468
H -8.5050 -3.5769 -5.2121
H -7.4452 -0.2816 -4.3654
H -7.4480 -1.2651 -2.9981
H -4.9179 -1.6045 -3.2315
H -4.2250 0.6703 -2.6099
H -5.2724 0.0865 -1.5216
H -5.9499 1.1978 -2.7846
H -4.8212 -1.1087 -5.4977
H -3.8124 -0.3039 -4.7143
C 4.8441 5.7180 1.2404
O 3.7095 6.3619 0.7258
C 3.8001 7.8057 0.6635
C 2.6605 8.2926 -0.2106
C 2.8170 8.0598 -1.7447
N 2.5545 9.7465 0.0114
H 4.6737 4.6420 1.2776
H 5.0413 6.0109 2.2716
H 5.7228 5.9108 0.6249
H 3.5646 8.1001 1.6862
H 4.7212 8.3249 0.3988
H 1.7654 7.7476 0.0890
H 2.6851 6.9946 -1.9344
H 3.8304 8.3226 -2.0481
H 2.0668 8.6415 -2.2803
H 1.5980 9.9799 -0.2140
H 2.9465 10.2842 -0.7484
C 3.8467 -0.0075 8.1642
O 2.4770 -0.3370 8.0654
C 2.0189 -0.2028 6.7177
C 0.5940 -0.7309 6.6808
C 0.5168 -2.1942 6.3613
N -0.2685 0.0353 5.8201
H 4.4343 -0.8102 7.7187
H 4.2332 -0.1216 9.1770
H 4.0762 0.9782 7.7594
H 2.0449 0.8447 6.4174
H 2.6179 -0.7498 5.9897
H 0.2179 -0.6330 7.6991
H 0.9677 -2.8172 7.1338
H 0.7709 -2.3466 5.3123
H -0.5359 -2.4633 6.4469
H -0.0433 1.0120 5.9447
H 0.1019 -0.0766 4.8871
C 9.9294 6.2894 -3.8730
O 8.8274 5.3065 -3.8246
C 7.5633 5.8847 -3.9703
C 6.3873 4.8535 -4.2555
C 6.5218 3.4719 -3.4559
N 6.4234 4.3588 -5.6089
H 9.6754 7.2127 -4.3938
H 10.8273 5.8678 -4.3248
H 10.2051 6.4513 -2.8309
H 7.2959 6.3094 -3.0027
H 7.4819 6.6223 -4.7687
H 5.3634 5.1601 -4.0420
H 5.6201 2.9097 -3.6988
H 6.4759 3.6961 -2.3902
H 7.4530 2.9169 -3.5696
H 7.2658 3.8684 -5.8733
H 6.4369 5.1350 -6.2550
C -3.1022 5.0834 5.4098
O -4.1354 4.3640 4.7851
C -5.4057 4.7144 5.2936
C -6.3755 3.7188 4.7047
C -6.5645 3.9394 3.1822
N -7.7224 3.9121 5.2707
H -3.2096 6.1674 5.3717
H -2.1595 4.8188 4.9309
H -2.9670 4.7862 6.4498
H -5.4575 4.7731 6.3808
H -5.6140 5.7355 4.9742
H -5.9586 2.7152 4.7886
H -7.0408 4.8983 2.9779
H -7.1140 3.1346 2.6941
H -5.7172 4.0420 2.5043
H -8.0602 4.8577 5.1617
H -7.5923 3.7818 6.2638
C 2.6594 -6.9920 0.2826
O 3.3271 -8.1921 0.6984
C 3.9303 -8.9054 -0.3185
C 4.6900 -10.2177 0.1901
C 5.9429 -9.9531 1.1145
N 5.2068 -11.1315 -0.8141
H 2.0346 -6.7276 1.1357
H 2.0403 -7.0497 -0.6127
H 3.3566 -6.1543 0.2651
H 3.1591 -9.1540 -1.0475
H 4.6491 -8.3509 -0.9218
H 3.9224 -10.6886 0.8043
H 6.4753 -10.8943 1.2515
H 5.6904 -9.5598 2.0993
H 6.6439 -9.2371 0.6855
H 6.1386 -10.9172 -1.1397
H 5.2576 -12.0831 -0.4794
C -4.2211 -5.9544 -2.2377
O -4.7302 -7.2545 -2.6801
C -5.6129 -7.0956 -3.7574
C -6.2830 -8.3798 -4.1730
C -5.2733 -9.4139 -4.6601
N -7.2418 -7.9678 -5.1368
H -3.8054 -5.4900 -3.1319
H -3.4615 -6.0273 -1.4595
H -5.0117 -5.3049 -1.8621
H -6.2968 -6.2693 -3.5637
H -4.9962 -6.8023 -4.6070
H -6.7776 -8.7473 -3.2738
H -4.4196 -9.5866 -4.0048
H -4.9823 -9.2215 -5.6927
H -5.7155 -10.3896 -4.8617
H -7.7466 -8.8101 -5.3731
H -6.6244 -7.6389 -5.8654

Mulliken population analysis, charges in e, atoms 1 to 99:
1 C -0.627
2 O -0.342
3 C -0.646
4 C 0.692
5 C -1.462
6 N -0.640
7 H 0.266
8 H 0.295
9 H 0.212
10 H 0.334
11 H 0.284
12 H 0.066
13 H 0.325
14 H 0.346
15 H 0.427
16 H 0.264
17 H 0.211
18 C -0.807
19 O -0.308
20 C -0.808
21 C 0.718
22 C -1.332
23 N -0.812
24 H 0.336
25 H 0.339
26 H 0.257
27 H 0.382
28 H 0.354
29 H 0.175
30 H 0.304
31 H 0.372
32 H 0.303
33 H 0.270
34 H 0.254
35 C -0.738
36 O -0.207
37 C -0.845
38 C 0.607
39 C -1.427
40 N -0.760
41 H 0.208
42 H 0.336
43 H 0.261
44 H 0.315
45 H 0.332
46 H 0.303
47 H 0.321
48 H 0.313
49 H 0.428
50 H 0.281
51 H 0.272
52 C -0.770
53 O -0.334
54 C -0.571
55 C 0.427
56 C -1.453
57 N -0.720
58 H 0.310
59 H 0.282
60 H 0.296
61 H 0.349
62 H 0.323
63 H 0.275
64 H 0.361
65 H 0.361
66 H 0.356
67 H 0.296
68 H 0.208
69 C -0.696
70 O -0.318
71 C -0.626
72 C 0.255
73 C -1.257
74 N -0.682
75 H 0.305
76 H 0.243
77 H 0.259
78 H 0.333
79 H 0.385
80 H 0.273
81 H 0.388
82 H 0.314
83 H 0.335
84 H 0.273
85 H 0.214
86 C -0.776
87 O -0.249
88 C -0.617
89 C 0.337
90 C -1.363
91 N -0.712
92 H 0.313
93 H 0.217
94 H 0.311
95 H 0.395
96 H 0.320
97 H 0.279
98 H 0.320
99 H 0.329


## ii
The following is a quantum chemistry calculation of a cluster of 8 separate species, C32H88N8O8 in total, from the OMol25 dataset.

Summary:
- SMILES = COC[C@H](C)N.COC[C@H](C)N.COC[C@H](C)N.COC[C@H](C)N.COC[C@H](C)N.COC[C@H](C)N.COC[C@H](C)N.COC[C@H](C)N
- frontier orbital gap (eV) = 9.2
- net charge = 0
- E_HOMO (eV) = -8.74

Positions of all 136 atoms, in Å:
C -4.7751 2.2184 6.6435
O -3.7629 2.2381 5.6318
C -4.0461 3.0998 4.5205
C -3.0839 2.8390 3.3368
C -1.5890 3.0520 3.7907
N -3.2174 3.8759 2.2777
H -4.2393 1.7369 7.4614
H -5.6643 1.6572 6.3563
H -5.1085 3.2197 6.9161
H -5.0448 2.9960 4.0961
H -3.9434 4.1219 4.8850
H -3.1278 1.7924 3.0353
H -1.2696 2.3200 4.5325
H -1.6095 3.9525 4.4044
H -0.8082 3.0471 3.0301
H -2.2603 4.1752 2.1577
H -3.7370 4.6480 2.6701
C -2.3389 0.5059 -2.9033
O -2.2461 -0.7463 -2.3882
C -2.6315 -0.9087 -1.0688
C -2.2503 -2.3300 -0.5998
C -2.8854 -2.5725 0.7921
N -0.8676 -2.4971 -0.5002
H -2.3214 0.5321 -3.9928
H -1.6207 1.2426 -2.5433
H -3.3228 0.9322 -2.7079
H -2.1849 -0.1301 -0.4503
H -3.7173 -0.8228 -1.0272
H -2.7537 -3.0086 -1.2884
H -2.7800 -3.6098 1.1098
H -3.9644 -2.4192 0.8129
H -2.3637 -2.0769 1.6108
H -0.5237 -2.0162 -1.3191
H -0.4780 -1.9663 0.2657
C 3.2994 -1.5141 1.8877
O 3.4634 -2.1131 3.1758
C 2.2492 -2.1717 3.9492
C 1.3232 -3.3467 3.6287
C 0.1705 -3.3249 4.6687
N 2.1409 -4.4767 3.7580
H 2.5454 -1.9576 1.2373
H 4.2247 -1.6187 1.3211
H 3.0400 -0.4794 2.1119
H 2.5781 -2.1920 4.9882
H 1.7448 -1.2059 3.9198
H 0.9402 -3.1675 2.6240
H -0.5962 -4.0555 4.4109
H -0.1102 -2.2793 4.7955
H 0.5342 -3.6302 5.6498
H 3.0656 -4.2183 3.4447
H 2.3854 -4.6602 4.7206
C 1.2631 -1.0789 -9.2974
O 0.6784 -0.6445 -8.0017
C 1.6204 0.3106 -7.3931
C 0.9346 1.1346 -6.2461
C -0.1212 2.0493 -6.7360
N 1.6683 1.9077 -5.2245
H 0.7408 -1.9948 -9.5736
H 2.2961 -1.4215 -9.2369
H 1.1283 -0.3610 -10.1064
H 2.4529 -0.2057 -6.9152
H 2.1679 0.9647 -8.0717
H 0.3293 0.3867 -5.7339
H 0.1885 2.8404 -7.4190
H -0.7641 2.4375 -5.9461
H -0.7753 1.4580 -7.3768
H 2.4081 1.4132 -4.7468
H 1.1141 2.0650 -4.3949
C -0.3054 6.5593 1.5907
O -1.0091 5.3566 1.3166
C -0.3874 4.4966 0.3624
C -0.0542 5.1936 -1.0692
C -1.3259 5.6755 -1.8502
N 0.7929 4.3026 -1.7924
H 0.7503 6.3897 1.8025
H -0.7086 7.0794 2.4596
H -0.2243 7.2594 0.7592
H 0.4593 4.0280 0.8640
H -1.0829 3.6869 0.1418
H 0.5706 6.0798 -0.9586
H -1.8951 4.8062 -2.1794
H -1.0156 6.2605 -2.7160
H -1.9549 6.3538 -1.2737
H 0.8996 4.7233 -2.7044
H 1.7344 4.3485 -1.4298
C 4.4283 -1.2947 -4.6270
O 5.8748 -1.2591 -4.6782
C 6.3723 -2.6090 -4.5053
C 7.8761 -2.8069 -4.7046
C 8.4212 -4.1911 -4.2786
N 8.6317 -1.8385 -4.0430
H 3.9341 -2.0299 -3.9919
H 3.9589 -1.4711 -5.5948
H 4.1183 -0.2880 -4.3466
H 5.9646 -2.9453 -3.5521
H 5.9376 -3.2520 -5.2707
H 7.9294 -2.6246 -5.7779
H 9.4586 -4.2412 -4.6095
H 7.8218 -5.0083 -4.6799
H 8.4762 -4.3593 -3.2031
H 9.4893 -1.9072 -4.5721
H 8.2757 -0.9386 -4.3323
C -6.7208 -2.5898 7.0999
O -5.4389 -2.8160 6.5905
C -5.4076 -3.2968 5.3265
C -3.9496 -3.3647 4.8205
C -3.3381 -2.0084 4.4141
N -3.8503 -4.1862 3.6811
H -6.4447 -2.0572 8.0100
H -7.1824 -3.5512 7.3255
H -7.2908 -1.9424 6.4336
H -5.9364 -4.2492 5.2922
H -6.0406 -2.6699 4.6984
H -3.3436 -3.7541 5.6385
H -3.9079 -1.6148 3.5724
H -2.2937 -2.2047 4.1715
H -3.3749 -1.2273 5.1733
H -4.2714 -5.0933 3.8223
H -2.9597 -4.2598 3.2104
C -0.3882 0.3072 2.0233
O 0.1903 -0.0914 0.8244
C 0.7305 0.9347 0.0625
C 1.0635 0.3780 -1.3345
C 2.0230 -0.8075 -1.2940
N 1.6364 1.4715 -2.1588
H 0.3013 0.8857 2.6380
H -0.7363 -0.5489 2.6014
H -1.2279 0.9873 1.8807
H -0.0435 1.6942 -0.0484
H 1.5028 1.4262 0.6541
H 0.1005 0.0962 -1.7604
H 2.4301 -1.0455 -2.2768
H 1.7007 -1.7296 -0.8104
H 2.8414 -0.4855 -0.6501
H 1.0789 2.2510 -1.8398
H 2.5440 1.6794 -1.7674

Mulliken population analysis, charges in e, atoms 1 to 99:
1 C -0.809
2 O -0.253
3 C -1.075
4 C 0.916
5 C -1.489
6 N -0.634
7 H 0.247
8 H 0.282
9 H 0.347
10 H 0.425
11 H 0.423
12 H 0.121
13 H 0.297
14 H 0.533
15 H 0.319
16 H 0.113
17 H 0.323
18 C -0.515
19 O -0.414
20 C -0.436
21 C 0.437
22 C -1.138
23 N -0.529
24 H 0.268
25 H 0.001
26 H 0.379
27 H -0.105
28 H 0.645
29 H 0.291
30 H 0.413
31 H 0.468
32 H -0.120
33 H 0.355
34 H -0.210
35 C -0.585
36 O -0.494
37 C -0.753
38 C 1.179
39 C -1.421
40 N -0.761
41 H 0.185
42 H 0.371
43 H 0.248
44 H 0.436
45 H 0.220
46 H -0.291
47 H 0.235
48 H 0.310
49 H 0.442
50 H 0.335
51 H 0.316
52 C -0.740
53 O -0.332
54 C -0.126
55 C 0.793
56 C -1.594
57 N -0.768
58 H 0.284
59 H 0.302
60 H 0.290
61 H -0.112
62 H 0.389
63 H 0.015
64 H 0.333
65 H 0.338
66 H 0.399
67 H 0.350
68 H 0.247
69 C -0.960
70 O -0.328
71 C -0.220
72 C 0.008
73 C -1.492
74 N -0.535
75 H 0.393
76 H 0.297
77 H 0.293
78 H 0.451
79 H -0.128
80 H 0.444
81 H 0.298
82 H 0.469
83 H 0.341
84 H 0.250
85 H 0.261
86 C -0.768
87 O -0.397
88 C -0.819
89 C 0.574
90 C -1.359
91 N -0.794
92 H 0.346
93 H 0.202
94 H 0.265
95 H 0.402
96 H 0.312
97 H 0.268
98 H 0.349
99 H 0.350


Result of the stability comparison: ii is the most stable of them.


## i
The following is a quantum chemistry calculation of an isolated molecule of C4H10O, from the OMol25 dataset.

Summary:
- SMILES = CCOCC
- frontier orbital gap (eV) = 10.9
- net charge = 0
- E_HOMO (eV) = -9.73

Positions of all 15 atoms, in Å:
C 2.2375 0.5050 0.2123
C 0.9751 -0.1243 -0.3450
O 0.1151 -0.3878 0.7420
C -1.1724 -0.8189 0.3610
C -2.0337 0.3282 -0.1514
H 2.9814 0.6683 -0.5736
H 2.6789 -0.1380 0.9812
H 1.9988 1.4704 0.6659
H 0.4990 0.5518 -1.0757
H 1.2076 -1.0644 -0.8713
H -1.6242 -1.2433 1.2631
H -1.0991 -1.6290 -0.3840
H -3.0862 0.0468 -0.1943
H -1.7468 0.6543 -1.1517
H -1.9310 1.1810 0.5216

Partial atomic charges computed with the Mulliken method, in multiples of e:
1 C -1.237
2 C -0.102
3 O -0.348
4 C -0.250
5 C -1.079
6 H 0.372
7 H 0.298
8 H 0.295
9 H 0.247
10 H 0.280
11 H 0.279
12 H 0.289
13 H 0.375
14 H 0.296
15 H 0.283


## ii
The following is a quantum chemistry calculation of a structure of composition C4H10O, from the OMol25 dataset.

Summary:
- frontier orbital gap (eV) = 9.6
- net charge = 0
- E_HOMO (eV) = -8.69

Positions of all 15 atoms, in Å:
C -1.6952 -0.7041 -0.6968
C -0.5116 0.2089 -0.9804
C 0.8338 -0.0957 -0.3821
C 0.9023 0.8747 1.2946
O 1.0482 -1.4014 -0.0436
H -1.6969 -0.9454 0.3696
H -1.7214 -1.6548 -1.2453
H -2.6294 -0.1725 -0.9139
H -0.5250 0.7496 -1.9388
H -0.3337 0.8801 -0.1039
H 1.6313 0.4058 -0.9385
H 0.5730 1.9465 1.3625
H 0.3499 0.3659 2.1113
H 1.9583 0.8940 1.5704
H 1.8163 -1.3517 0.5349

Partial atomic charges computed with the Mulliken method, in multiples of e:
1 C -1.025
2 C -0.196
3 C -0.134
4 C -1.287
5 O -0.506
6 H 0.261
7 H 0.271
8 H 0.339
9 H 0.393
10 H 0.121
11 H 0.305
12 H 0.381
13 H 0.317
14 H 0.387
15 H 0.373


## iii
The following is a quantum chemistry calculation of a cluster of 2 separate species, C4H10O in total, from the OMol25 dataset.

Summary:
- frontier orbital gap (spin up / spin down) (eV) = 8.1 / 8.3
- net charge = 0
- E_HOMO (spin up / spin down) (eV) = -7.16 / -7.33

Positions of all 15 atoms, in Å:
C 1.4699 -1.4132 0.9398
C 1.0691 -0.6943 -0.3510
C -0.2807 -0.0657 -0.2496
O -0.4552 1.0907 -0.8041
C -1.5536 1.8116 -0.7946
H 0.7437 -2.1927 1.1977
H 2.4484 -1.8927 0.8319
H 1.5166 -0.7094 1.7770
H 1.1010 -1.4143 -1.1844
H 1.7936 0.0922 -0.5908
H -0.8607 1.0880 1.5751
H -1.1693 -0.6276 0.0351
H -2.4986 1.3025 -0.6343
H -1.2718 1.6863 1.3121
H -1.4749 2.7312 -1.3558

Partial atomic charges computed with the Mulliken method, in multiples of e:
1 C -1.167
2 C -0.196
3 C -0.350
4 O -0.237
5 C -0.544
6 H 0.294
7 H 0.350
8 H 0.315
9 H 0.253
10 H 0.232
11 H -0.020
12 H 0.465
13 H 0.315
14 H 0.063
15 H 0.227


## iv
The following is a quantum chemistry calculation of a cluster of 2 separate species, C4H10O in total, from the OMol25 dataset.

Summary:
- SMILES = C=CCC.O
- frontier orbital gap (eV) = 10.5
- net charge = 0
- E_HOMO (eV) = -9.79

Positions of all 15 atoms, in Å:
C 0.3944 -1.3386 1.3350
C -0.2498 -0.1889 1.4980
C -1.5117 0.2340 0.6932
C -1.2739 1.6392 0.0154
H 1.2087 -1.5901 2.0241
H 0.1799 -2.0414 0.5218
H 0.0558 0.4503 2.3369
H -1.7316 -0.4854 -0.1190
H -2.4202 0.3225 1.3195
H -0.2376 1.8884 -0.2682
H -1.6071 2.3496 0.7906
H -1.9195 1.7575 -0.8711
O 3.4372 -1.0322 -3.0849
H 2.8867 -0.5281 -3.7260
H 2.7886 -1.4367 -2.4653

Partial atomic charges computed with the Mulliken method, in multiples of e:
1 C -0.759
2 C -0.084
3 C -0.296
4 C -1.003
5 H 0.242
6 H 0.243
7 H 0.264
8 H 0.256
9 H 0.258
10 H 0.329
11 H 0.264
12 H 0.286
13 O -0.650
14 H 0.324
15 H 0.324


Result of the stability comparison: i is the most stable of them.


## i
The following is a quantum chemistry calculation of a cluster of 2 separate species, C4H10O in total, from the OMol25 dataset.

Summary:
- SMILES = C/C=C/C.O
- frontier orbital gap (eV) = 10.5
- net charge = 0
- E_HOMO (eV) = -9.48

Positions of all 15 atoms, in Å:
C 1.5780 -1.2733 0.4012
C 0.2901 -0.5613 0.5062
C 0.1681 0.7643 0.5366
C -1.0290 1.6222 0.6857
H 1.9834 -1.4923 -0.5808
H 2.4406 -0.7553 0.8443
H 1.4346 -2.2906 0.7970
H -0.6184 -1.1129 0.7379
H 1.1126 1.3286 0.4711
H -2.0015 1.1028 0.7250
H -1.1045 2.2769 -0.1743
H -0.9921 2.1094 1.6644
O -1.3674 -0.5795 -2.5355
H -0.9630 -1.2788 -2.0253
H -0.9315 0.1397 -2.0535

Partial atomic charges computed with the Mulliken method, in multiples of e:
1 C -1.146
2 C 0.059
3 C -0.252
4 C -1.224
5 H 0.276
6 H 0.334
7 H 0.313
8 H 0.417
9 H 0.256
10 H 0.310
11 H 0.313
12 H 0.346
13 O -0.651
14 H 0.333
15 H 0.316


## ii
The following is a quantum chemistry calculation of an isolated molecule of C4H10O, from the OMol25 dataset.

Summary:
- SMILES = CC[C@@H](C)O
- frontier orbital gap (eV) = 11.3
- net charge = 0
- E_HOMO (eV) = -10.26

Positions of all 15 atoms, in Å:
C 1.9652 0.1306 -0.1192
C 0.6501 -0.6356 -0.0013
C -0.5518 0.3028 -0.0551
C -1.8815 -0.4336 -0.1548
O -0.5226 1.0792 1.1431
H 1.9357 1.0152 0.5254
H 2.1357 0.4642 -1.1500
H 2.8240 -0.4769 0.1821
H 0.5678 -1.3905 -0.7936
H 0.6022 -1.1673 0.9578
H -0.4409 0.9614 -0.9322
H -1.9101 -1.0777 -1.0411
H -2.0312 -1.0545 0.7350
H -2.7139 0.2755 -0.2174
H -0.6288 2.0073 0.9214

Partial atomic charges computed with the Mulliken method, in multiples of e:
1 C -1.186
2 C -0.474
3 C 0.312
4 C -1.329
5 O -0.556
6 H 0.281
7 H 0.312
8 H 0.346
9 H 0.304
10 H 0.342
11 H 0.318
12 H 0.353
13 H 0.321
14 H 0.320
15 H 0.337


Result of the stability comparison: ii is the most stable of them.